Entry 1:
Below is C7H22N8O9Zn as an isolated structure at a distorted geometry, with properties calculated with ωB97M-V/def2-TZVPD.

Last column: Löwdin charge in e.
CARTESIAN COORDINATES (ANGSTROEM)
Zn -0.0375 -0.7089 1.0173  0.634
C 0.9066 0.5993 2.8283  -1.125
O 0.6659 1.0314 1.7492  -0.061
O 1.8570 0.7904 3.5751  -0.046
O 0.6144 -0.5677 2.9760  -0.073
C 0.2394 -0.0887 -2.1757  -0.672
O 0.0447 -0.2916 -0.9671  0.011
N -0.1262 -0.9967 -3.0974  0.155
N 0.3361 1.0577 -2.6869  0.210
H -0.0065 -0.7771 -4.0760  0.100
H -0.6870 -1.7821 -2.7996  0.112
H 0.1354 1.1776 -3.6695  0.129
H 0.4113 1.7932 -1.9988  0.090
C -0.9640 -3.6373 1.5546  -0.710
O -0.6174 -2.4777 1.4309  0.040
N -0.8071 -4.5165 0.6254  0.178
N -1.3814 -4.1710 2.6560  0.202
H -1.0450 -5.4927 0.7286  0.122
H -0.4174 -4.1884 -0.2467  0.115
H -1.4260 -5.1680 2.8114  0.120
H -1.6712 -3.5511 3.3988  0.141
C 2.5143 -2.1959 -0.3194  -0.694
O 1.7260 -1.5176 0.3575  0.028
N 3.5244 -1.7692 -0.9259  0.216
N 2.3136 -3.5109 -0.3750  0.181
H 4.1238 -2.4485 -1.3724  0.123
H 3.6031 -0.8179 -1.2558  0.146
H 1.6851 -4.0546 0.1989  0.098
H 2.9618 -3.9869 -0.9861  0.100
C -2.7521 0.6532 1.0745  -0.704
O -1.9468 -0.2178 0.9218  0.062
N -3.9884 0.6388 0.7604  0.179
N -2.4134 1.8785 1.5006  0.195
H -4.7376 1.2384 1.0753  0.125
H -4.2363 -0.0318 0.0470  0.125
H -1.4342 2.0088 1.7107  0.095
H -3.0519 2.5589 1.8873  0.113
C 0.9194 5.0179 -1.1545  -0.231
C 0.3379 3.9706 -0.1158  -0.206
O 0.6552 2.6302 -0.4140  -0.104
O 0.3789 4.9441 -2.4579  -0.073
H 2.0090 4.9906 -1.1579  0.112
H 0.6533 5.9826 -0.7224  0.104
H -0.7472 3.9631 -0.2190  0.102
H 0.4611 4.2672 0.9258  0.126
H 0.7473 2.0852 0.3709  0.030
H 0.6695 5.6894 -2.9887  0.079

Atomic forces in eV per Å
1.2 1.0 1.3
6.7 -3.4 5.7
-3.1 7.3 -9.0
3.1 6.3 2.9
-6.7 -9.0 0.0
-3.9 -2.9 2.4
0.7 -0.1 -1.2
0.3 -2.6 -1.1
1.8 4.7 -1.8
-0.2 -0.4 0.3
0.4 0.1 -0.2
0.2 0.5 0.5
0.2 1.0 0.1
1.3 2.1 0.6
-1.3 -1.1 -0.1
1.0 -2.8 -4.5
-1.9 -0.7 4.1
0.0 0.4 -0.2
-0.2 -0.2 0.1
-0.1 0.4 -0.1
0.3 -0.2 0.0
-6.4 -0.1 5.0
1.9 -0.2 -0.8
5.3 2.1 -3.8
0.6 -2.7 -1.2
0.1 0.5 0.0
-0.1 -0.1 0.5
0.3 0.6 0.1
-0.5 -0.6 0.3
2.4 3.8 1.6
-0.1 -2.2 -1.1
-5.9 -2.5 -2.4
1.9 1.6 1.2
0.7 0.1 -0.1
-0.3 -0.2 0.5
0.3 -0.1 0.4
0.0 -0.3 -0.3
-0.1 -0.1 1.9
-1.2 0.1 -1.8
0.8 0.8 -1.2
-0.4 -0.9 -0.1
0.2 -0.4 -0.1
-0.1 0.2 0.2
-0.4 0.8 -0.2
0.9 0.0 -0.1
0.2 -0.6 1.4
0.1 0.0 0.2

The HOMO energy comes out at -4.21 eV. Its total charge is 0. For the electronic energy, the calculation gives -86381.777 eV. For the energy above the lowest of the compared OMol25 structures with the same formula, charge and spin, the calculation gives 494.43 kJ/mol.


Entry 2:
Below is C7H23FN7O4Sr as an isolated structure at a distorted geometry, with properties calculated with ωB97M-V/def2-TZVPD.

Last column: Löwdin charge in e.
CARTESIAN COORDINATES (ANGSTROEM)
Sr -1.8085 -0.2354 1.9666  1.702
F 0.1163 -0.6244 0.5184  -0.610
C -3.9335 2.5700 0.2894  -0.038
C -2.6805 1.9844 -0.3433  -0.413
C -1.3667 2.5237 0.2245  -0.189
O -1.1566 2.0911 1.5555  -0.378
C 0.0042 2.6197 2.2049  -0.045
N -2.7051 0.4908 -0.3343  -0.051
H -4.0096 2.3575 1.3570  0.080
H -4.8334 2.3047 -0.2665  0.093
H -3.9004 3.6560 0.1705  0.099
H -2.6450 2.3546 -1.3743  0.155
H -1.3432 3.6141 0.1611  0.148
H -0.5990 2.1728 -0.4793  0.134
H 0.0861 3.6969 2.0461  0.111
H 0.8951 2.1703 1.7651  0.072
H -0.0023 2.4240 3.2758  0.103
H -3.5907 0.2091 -0.7555  0.105
H -2.0482 0.2498 -1.0803  0.064
C 1.1616 -4.4190 0.9016  -0.676
O 1.4197 -5.4232 1.5354  0.039
N 0.7998 -4.4346 -0.4155  0.170
N 1.1055 -3.1759 1.5121  0.132
H 0.8425 -5.3153 -0.8918  0.113
H 0.7808 -3.5560 -0.8986  0.049
H 0.9460 -2.3047 1.0248  0.020
H 1.2905 -3.1556 2.4971  0.090
C 0.5149 -1.8493 -2.9697  -0.663
O 0.4535 -2.1679 -4.1323  0.065
N 1.7292 -1.7199 -2.3071  0.150
N -0.5911 -1.5336 -2.1838  0.134
H 1.7656 -1.3856 -1.3570  0.058
H 2.4657 -1.4514 -2.9377  0.112
H -1.4841 -1.3658 -2.6044  0.091
H -0.3072 -1.0815 -1.3273  0.015
C 3.3353 1.1658 0.5548  -0.676
O 4.4587 1.5842 0.7142  0.058
N 2.6647 1.2826 -0.6553  0.149
N 2.6285 0.4592 1.4927  0.140
H 3.0149 1.9678 -1.2991  0.105
H 1.7250 0.9312 -0.7286  0.050
H 3.0772 0.2114 2.3539  0.111
H 1.7240 0.1075 1.2201  0.021

Atomic forces in eV per Å
1.3 -0.5 -1.1
-1.0 0.4 0.8
0.2 0.5 -0.2
-0.3 0.8 0.0
-0.1 -0.1 -1.0
-0.6 -0.4 0.6
0.9 0.5 -0.6
0.0 0.5 -0.7
-0.2 -0.1 0.0
0.0 -0.5 0.3
0.2 0.0 0.2
-0.1 -0.2 -0.1
-0.2 0.0 0.2
0.4 -0.1 0.6
-0.3 0.0 0.1
0.0 -0.1 0.1
-0.4 -0.1 0.0
-0.1 0.0 0.3
0.3 -0.4 0.4
-0.4 -0.4 0.3
0.0 0.1 0.0
0.0 0.5 0.6
-0.3 0.2 -0.1
0.2 0.1 -0.2
0.0 -0.3 -0.5
0.0 -0.2 0.0
0.3 -0.1 0.0
-0.1 0.6 -0.4
-0.2 0.0 0.0
-0.6 -0.2 -0.1
1.1 -0.2 0.5
0.1 0.2 -0.2
0.3 -0.2 0.2
0.1 -0.2 -0.3
-0.7 0.1 0.3
0.4 -0.4 -0.5
-0.1 0.3 0.2
-0.1 -0.1 0.6
-0.3 0.4 -0.2
0.0 -0.1 -0.1
0.0 0.2 -0.2
0.1 -0.1 -0.1
0.0 -0.4 0.3

The HOMO energy comes out at -11.87 eV. Its total charge is +1. For the electronic energy, the calculation gives -29804.809 eV. For the energy above the lowest of the compared OMol25 structures with the same formula, charge and spin, the calculation gives 80.34 kJ/mol.